Entry from the Open Molecules 2025 dataset: the molecule C5H7BrN2 (ωB97M-V/def2-TZVPD).

CARTESIAN COORDINATES (ANGSTROEM)
C (1.5641, 1.3641, -0.2935)
C (0.5755, 1.5313, 0.9360)
C (0.0642, -0.1002, -1.3462)
C (-0.7282, -0.2342, 0.0517)
C (-0.6633, -1.6427, 0.6963)
N (1.3131, 0.5414, -1.1939)
N (-0.4024, 0.7460, 1.0337)
Br (-2.7005, -0.0134, -0.0758)
H (2.4476, 1.9249, -0.2326)
H (0.6642, 2.2910, 1.6989)
H (0.2424, -1.1617, -1.7080)
H (-0.4754, 0.5929, -2.0069)
H (-0.6759, -1.5133, 1.7562)
H (0.2930, -1.9954, 0.4076)
H (-1.5185, -2.3308, 0.2765)

Computed properties:
Spin multiplicity: 1
DFT total energy, eV: -78319.258
LUMO level, eV: -0.124
Structure (SMILES): C[C@]1(Br)CN=CC=N1
Energy above the lowest of the compared OMol25 structures with the same formula, charge and spin, kcal/mol: 22.4

Entry from the Open Molecules 2025 dataset: the ion C5H7BrN3O3 with charge +1 (ωB97M-V/def2-TZVPD).

CARTESIAN COORDINATES (ANGSTROEM)
O (-1.3025, 2.0465, 1.5740)
C (-2.2541, 1.8588, 0.9045)
Br (-4.0211, 2.1172, 1.5791)
C (-2.1866, 1.4093, -0.5338)
C (-0.8980, 0.7243, -0.8264)
N (-0.3379, 0.6551, -2.0089)
N (0.7958, -0.0680, -1.8094)
C (0.9373, -0.4265, -0.5490)
C (2.0134, -1.1879, 0.1439)
O (1.3821, -2.3323, 0.6833)
O (1.9777, -2.6639, 1.9341)
N (-0.1198, 0.0562, 0.1008)
H (-2.2598, 2.2897, -1.1631)
H (-3.0076, 0.7350, -0.7492)
H (1.4480, -0.2851, -2.5480)
H (2.3738, -0.5685, 0.9613)
H (2.8217, -1.4688, -0.5271)
H (2.9122, -2.8364, 1.7409)
H (-0.2745, -0.0547, 1.0931)

Computed properties:
Spin multiplicity: 1
DFT total energy, eV: -85944.117
LUMO level, eV: -3.820
Structure (SMILES): O=C(Br)Cc1n[nH]c(COO)[nH+]1
Charge: +1
Energy above the lowest of the compared OMol25 structures with the same formula, charge and spin, kcal/mol: 0.0

Entry from the Open Molecules 2025 dataset: the molecule C5H7BrNP (ωB97M-V/def2-TZVPD).

CARTESIAN COORDINATES (ANGSTROEM)
C (0.9866, 0.7953, -1.0530)
C (1.5801, -1.0696, 0.3818)
C (1.9642, 0.0667, -0.2610)
C (-0.1915, 0.2804, -1.3506)
C (-1.8879, 0.6162, 0.9074)
N (0.3655, -1.4972, 0.1223)
P (-1.6927, -0.2701, -0.7438)
Br (3.8143, 0.4255, -0.0359)
H (1.2827, 1.7536, -1.5908)
H (2.3115, -1.6875, 0.9933)
H (-0.8863, 0.6918, 1.2454)
H (-2.6723, 0.1613, 1.5416)
H (-2.3162, 1.4933, 0.5108)
H (0.0153, -2.2106, 0.7707)
H (-2.6734, 0.4508, -1.4381)

Computed properties:
Spin multiplicity: 1
DFT total energy, eV: -86114.659
LUMO level (alpha / beta), eV: -1.059 / -1.056
Structure (SMILES): [H]/N=C/C(Br)=C\C#[PH]C
Energy above the lowest of the compared OMol25 structures with the same formula, charge and spin, kcal/mol: 93.4

Entry from the Open Molecules 2025 dataset: a structure of composition C5H7Cl (ωB97M-V/def2-TZVPD).

CARTESIAN COORDINATES (ANGSTROEM)
C (0.2917, -0.8596, 0.0489)
C (-0.0666, -2.1098, -0.0763)
C (0.0417, 0.5497, 0.4720)
C (1.1727, 0.1812, -0.3935)
C (-1.1492, 1.4662, 0.1114)
Cl (2.8664, 0.2167, 0.0894)
H (0.4812, -2.9181, -0.6123)
H (-0.7337, -2.6224, 0.6210)
H (0.3173, 0.6082, 1.4454)
H (1.0514, 0.3974, -1.7599)
H (-1.8722, 0.8794, -0.4214)
H (-0.7877, 2.2758, -0.4015)
H (-1.6128, 1.9353, 0.8767)

Computed properties:
Spin multiplicity: 1
DFT total energy, eV: -17817.290
LUMO level, eV: 0.829
Energy above the lowest of the compared OMol25 structures with the same formula, charge and spin, kcal/mol: 73.5

Entry from the Open Molecules 2025 dataset: a cluster of 2 separate species, C5H7Cl in total (ωB97M-V/def2-TZVPD).

CARTESIAN COORDINATES (ANGSTROEM)
C (-2.0908, 1.1050, -0.7111)
C (1.4967, 1.4524, -0.2025)
C (-0.7990, 0.6817, -0.7045)
C (0.5131, 1.2520, -1.0391)
C (-0.4015, -1.5701, 0.0960)
Cl (0.7589, 1.5415, -2.6824)
H (-2.8571, 0.3536, -0.4193)
H (-2.5076, 2.1104, -0.9483)
H (2.5060, 1.5957, -0.5513)
H (1.4124, 1.2086, 0.8865)
H (0.5575, -1.3360, 0.4833)
H (-0.2683, -2.0595, -0.8838)
H (-1.2358, -1.9416, 0.5857)

Computed properties:
Spin multiplicity: 1
DFT total energy, eV: -17816.032
LUMO level (alpha / beta), eV: -0.136 / -0.132
Energy above the lowest of the compared OMol25 structures with the same formula, charge and spin, kcal/mol: 102.5

Entry from the Open Molecules 2025 dataset: the molecule C5H7Cl (ωB97M-V/def2-TZVPD).

CARTESIAN COORDINATES (ANGSTROEM)
C (-0.3192, -2.5737, -0.1247)
C (-0.2788, -1.4124, 0.0246)
C (0.3126, 0.7365, -1.2720)
C (0.2868, 0.7691, 1.2268)
C (-0.3569, 0.1925, -0.0259)
Cl (-2.0757, 0.6370, 0.0257)
H (-0.4490, -3.5825, 0.0283)
H (0.6082, 1.7198, -1.0259)
H (1.3955, 0.3271, -1.4044)
H (-0.3113, 0.5050, -2.1241)
H (-0.0945, 1.7535, 1.5283)
H (-0.0073, 0.2042, 2.0571)
H (1.2895, 0.7239, 1.0864)

Computed properties:
Spin multiplicity: 1
DFT total energy, eV: -17818.267
LUMO level, eV: 0.945
Structure (SMILES): C#CC(C)(C)Cl
Energy above the lowest of the compared OMol25 structures with the same formula, charge and spin, kcal/mol: 51.0

Entry from the Open Molecules 2025 dataset: the molecule C5H7Cl2N3O2 (ωB97M-V/def2-TZVPD).

CARTESIAN COORDINATES (ANGSTROEM)
O (-2.6478, -0.8915, -1.1476)
Cl (3.6264, 1.6727, 1.6800)
Cl (2.4776, -1.3813, 0.3793)
N (1.0256, 1.9629, 1.2532)
O (-2.5106, -1.8993, 1.2813)
C (-1.5040, -1.0160, -0.7516)
C (2.1296, 1.3238, 0.8663)
N (-1.3840, -1.6624, 0.4580)
N (0.4559, 0.3390, -0.2845)
C (-0.1176, 1.5060, 0.4589)
C (-0.3150, -0.3089, -1.3818)
C (1.9238, 0.2790, -0.1828)
H (-3.3305, -1.7723, 0.7538)
H (-0.4832, -1.5867, 0.9366)
H (-0.4247, 2.2592, -0.2526)
H (-0.9464, 1.2683, 1.0836)
H (0.2919, -1.0341, -1.8806)
H (-0.6672, 0.4141, -2.1134)
H (2.4005, 0.5272, -1.1561)

Computed properties:
Spin multiplicity: 1
DFT total energy, eV: -38906.273
LUMO level, eV: 0.107
Structure (SMILES): O=C(CN1CN=C(Cl)[C@H]1Cl)NO
Energy above the lowest of the compared OMol25 structures with the same formula, charge and spin, kcal/mol: 0.0

Entry from the Open Molecules 2025 dataset: the molecule C5H7Cl2P (ωB97M-V/def2-TZVPD).

CARTESIAN COORDINATES (ANGSTROEM)
C (-0.3361, 0.4359, -1.3979)
C (0.7047, -0.5956, 0.6400)
C (1.1838, -1.4033, -0.6034)
C (-0.5907, 0.1749, 0.0925)
C (-0.9849, 1.4029, 0.8879)
P (0.9790, -0.4094, -2.1505)
Cl (-1.1103, 1.7854, -2.0122)
Cl (-1.8794, -1.0139, 0.0465)
H (0.6202, -1.3134, 1.3935)
H (1.4280, 0.0607, 1.0438)
H (2.3022, -1.5165, -0.6140)
H (0.8286, -2.4832, -0.8248)
H (-2.0469, 1.2582, 1.2135)
H (-0.7292, 2.3578, 0.3956)
H (-0.3691, 1.2595, 1.8895)

Computed properties:
Spin multiplicity: 1
DFT total energy, eV: -39630.564
LUMO level, eV: -0.106
Structure (SMILES): C[C@]1(Cl)CCP=C1Cl
Energy above the lowest of the compared OMol25 structures with the same formula, charge and spin, kcal/mol: 35.7

> energy above the lowest of the compared OMol25 structures with the same formula, charge and spin of number 1 (C5H7BrN2)?

22.4 kcal/mol

> Which formula does entry 1 have?

C5H7BrN2